(1)
ORCA calculation (ωB97M-V/def2-TZVPD) on a structure of composition C3H9F3N3O3P3.

Calculated values
energy above the lowest of the compared OMol25 structures with the same formula, charge and spin = 14.8 kcal per mole
calculated total energy = -49886.18778 eV
2S+1 = 1
HOMO-LUMO gap = 0.3371 Ha

Atoms and positions in Å:
C  -0.827  -3.784  -0.197
C  -0.164  1.866  2.591
C  -1.297  2.043  -2.230
N  -0.954  0.035  -0.056
N  1.296  -1.345  0.224
N  1.594  1.055  -0.527
O  -0.993  -2.367  -0.278
O  -0.047  2.240  1.246
O  -0.597  2.433  -1.110
F  2.032  -2.524  0.663
F  2.384  2.227  -0.583
F  3.272  -0.748  -1.049
P  -0.451  -1.338  0.765
P  2.496  -0.169  0.277
P  -0.045  1.323  -0.013
H  -0.751  -4.043  0.863
H  -0.153  -4.132  -1.078
H  -1.734  -4.139  -0.478
H  -0.762  2.635  2.924
H  0.854  1.947  2.955
H  -0.609  0.933  2.712
H  -2.287  2.676  -2.371
H  -1.575  0.966  -2.053
H  -0.683  2.210  -3.195

(2)
ORCA calculation (ωB97M-V/def2-TZVPD) on a cluster of 2 separate species, C3H9FN3 in total.

Calculated values
energy above the lowest of the compared OMol25 structures with the same formula, charge and spin = 29.0 kcal per mole
charge = +1
calculated total energy = -10436.55643 eV
2S+1 = 1
HOMO-LUMO gap = 0.3317 Ha

Atoms and positions in Å:
C  -0.539  0.914  1.260
C  -0.247  1.070  -0.066
C  -0.334  -0.892  -0.865
N  0.428  0.570  2.182
N  -0.574  -0.640  -2.194
N  0.829  -1.474  -0.383
F  1.125  1.101  -0.387
H  -1.670  0.919  1.562
H  -0.810  1.711  -0.694
H  -1.105  -1.272  -0.363
H  0.028  0.359  3.114
H  0.239  -0.482  -2.739
H  -1.384  -0.098  -2.334
H  1.690  -1.423  -0.855
H  0.901  -1.316  0.654
H  1.423  0.952  2.109

(3)
ORCA calculation (ωB97M-V/def2-TZVPD) on a cluster of 2 separate species, C3H9FN3 in total.

Calculated values
energy above the lowest of the compared OMol25 structures with the same formula, charge and spin = 13.1 kcal per mole
charge = +1
calculated total energy = -10437.24441 eV
2S+1 = 1
HOMO-LUMO gap = 0.3267 Ha

Atoms and positions in Å:
C  -2.055  -0.940  0.050
C  -1.586  -0.110  0.964
C  1.914  -0.091  -0.168
N  -1.996  -0.711  -1.290
N  1.603  -0.877  0.803
N  1.516  -0.160  -1.345
F  -0.969  1.093  0.449
H  -2.484  -1.869  0.416
H  -1.570  -0.152  2.037
H  2.710  0.569  0.071
H  -2.787  -1.220  -1.696
H  1.004  -1.616  0.947
H  2.353  -0.949  1.508
H  0.665  -0.740  -1.644
H  1.927  0.337  -2.143
H  -1.851  0.238  -1.445

(4)
ORCA calculation (ωB97M-V/def2-TZVPD) on an isolated molecule of C3H9I3Si2.

Calculated values
energy above the lowest of the compared OMol25 structures with the same formula, charge and spin = 0.0 kcal per mole
structure (SMILES) = C[Si](C)(C)[Si](I)(I)I
calculated total energy = -43318.53379 eV
2S+1 = 1
HOMO-LUMO gap = 0.3344 Ha

Atoms and positions in Å:
C  -1.206  -0.233  -1.348
C  -0.546  -0.128  1.735
C  1.780  0.095  -0.385
Si  0.066  -0.623  0.007
Si  0.315  -2.962  0.034
I  1.120  -3.892  -2.149
I  1.955  -3.760  1.750
I  -1.823  -4.172  0.532
H  -0.863  -0.559  -2.326
H  -2.160  -0.717  -1.155
H  -1.392  0.835  -1.409
H  0.172  -0.395  2.506
H  -0.705  0.944  1.798
H  -1.488  -0.610  1.981
H  2.509  -0.171  0.376
H  2.156  -0.262  -1.340
H  1.745  1.179  -0.435

For reference, max |F| by record: 3.6, 4.5, 6.6, 1.0 eV/A.